[1]
{"formula": "C4H12F2NSi", "method": "ωB97M-V/def2-TZVPD", "total_energy_ha": -703.42070, "max_force_ha_per_bohr": 0.0738, "e_lumo_ev": -3.424, "relative_energy_kcal_mol": 0.0, "charge": 1, "smiles": "CC[C@H]([NH3+])[Si](C)(F)F", "e_homo_ev": -14.84, "symbols": ["C", "C", "C", "N", "Si", "C", "F", "F", "H", "H", "H", "H", "H", "H", "H", "H", "H", "H", "H", "H"], "positions_angstrom": [[1.20672, 1.02109, 1.02809], [1.28502, 0.88638, -0.59440], [0.23050, -0.10516, -1.15056], [-0.53842, 0.50881, -2.20906], [-1.21719, -0.85107, 0.34495], [-0.86145, -1.50852, 2.08029], [-1.85934, -1.93464, -0.71046], [-2.26166, 0.35979, 0.27921], [0.31726, 1.18880, 1.57354], [1.84617, 1.92597, 1.38721], [1.58525, 0.07630, 1.44647], [2.27558, 0.50754, -0.83797], [1.15798, 1.91664, -0.97700], [0.63898, -0.92953, -1.66407], [0.09595, 0.77380, -2.99879], [-0.96855, 1.35946, -1.66638], [-1.17299, -0.24048, -2.37396], [-1.28234, -2.44920, 2.41970], [0.23218, -1.78568, 1.82347], [-0.70964, -0.72029, 2.79970]], "forces_ev_per_a": [[2.952, 0.619, -1.068], [-1.020, 0.105, 2.307], [0.438, -0.240, 3.762], [-0.387, 3.079, 1.551], [0.009, -0.333, -1.886], [2.770, -0.075, -2.418], [0.557, 0.649, 1.000], [0.282, 0.097, 0.099], [-1.811, 0.313, -0.343], [-0.678, -1.850, -0.735], [0.371, 0.480, -0.027], [0.086, 0.337, 0.034], [0.053, -0.550, -0.240], [0.997, -1.363, 0.119], [-1.134, -0.067, 0.514], [0.254, -1.613, -2.267], [-1.527, -0.065, -1.343], [-0.544, 0.276, -0.056], [-1.156, 0.045, 0.623], [-0.513, 0.155, 0.374]]}



[2]
{"formula": "C5H10NO", "method": "ωB97M-V/def2-TZVPD", "total_energy_ha": -326.31311, "max_force_ha_per_bohr": 0.1144, "e_lumo_ev": 4.127, "relative_energy_kcal_mol": 108.1, "charge": -1, "e_homo_ev": -1.60, "symbols": ["C", "C", "C", "C", "C", "N", "O", "H", "H", "H", "H", "H", "H", "H", "H", "H", "H"], "positions_angstrom": [[1.17100, -0.88969, -0.53245], [1.45778, 0.49673, -0.98478], [0.16245, 0.23086, -0.39077], [-0.46732, -0.44475, 1.86153], [-0.55220, 0.73064, 0.86053], [-1.25686, 0.29065, -1.91821], [-2.36975, 0.73828, -1.43341], [0.94946, -1.55928, -1.34379], [1.68321, -1.15562, 0.32963], [2.19590, 1.10194, -0.24142], [1.38588, 0.72174, -2.01798], [-0.92517, -0.09255, 2.74027], [0.52990, -0.57462, 2.10162], [-0.95738, -1.38868, 1.53398], [-0.19408, 1.66519, 1.03523], [-1.65837, 0.92658, 0.48795], [-1.15446, -0.79742, -2.08791]], "forces_ev_per_a": [[-1.766, 1.181, -1.158], [1.432, 2.465, 2.757], [-2.332, -0.417, -1.062], [-1.794, 1.447, -0.777], [-1.872, -4.200, -3.668], [2.365, -0.206, 0.566], [0.052, -1.043, 0.030], [0.216, -0.834, 0.108], [0.958, -1.187, 1.295], [-1.238, -1.162, -2.189], [0.598, 0.493, -0.960], [-0.913, 0.025, 1.617], [2.120, -0.791, 0.467], [0.440, 0.868, -0.096], [1.323, 2.582, 1.718], [1.487, -0.530, 0.448], [-1.076, 1.310, 0.903]]}



[3]
{"formula": "C36H60ClIN7O9P", "method": "ωB97M-V/def2-TZVPD", "total_energy_ha": -3566.68526, "max_force_ha_per_bohr": 0.2321, "e_lumo_ev": -1.384, "charge": 0, "smiles": "CCCCCc1c(CC(=O)Cl)c(OC#N)c(C[C@@H](C)I)c2c1C(=O)N(P(C)C)C2=O.CN(C)C=O.CN(C)C=O.CN(C)C=O.CN(C)C=O.CN(C)C=O", "e_homo_ev": -6.88, "symbols": ["C", "C", "C", "C", "C", "C", "C", "C", "C", "O", "Cl", "C", "O", "C", "N", "C", "C", "C", "C", "I", "C", "C", "C", "O", "N", "P", "C", "C", "C", "O", "H", "H", "H", "H", "H", "H", "H", "H", "H", "H", "H", "H", "H", "H", "H", "H", "H", "H", "H", "H", "H", "H", "H", "H", "H", "C", "N", "C", "C", "O", "H", "H", "H", "H", "H", "H", "H", "C", "N", "C", "C", "O", "H", "H", "H", "H", "H", "H", "H", "C", "N", "C", "C", "O", "H", "H", "H", "H", "H", "H", "H", "C", "N", "C", "C", "O", "H", "H", "H", "H", "H", "H", "H", "C", "N", "C", "C", "O", "H", "H", "H", "H", "H", "H", "H"], "positions_angstrom": [[-5.15423, -2.79361, -2.98250], [-4.15002, -1.54517, -3.39549], [-2.57196, -1.83997, -3.02408], [-1.81750, -0.54246, -2.30052], [-0.63943, -1.00302, -1.22977], [-0.70829, -0.22982, 0.21575], [0.53272, 0.69300, 0.85281], [1.95567, 0.87116, 0.00301], [2.76514, -0.57394, 0.22584], [2.68796, -1.60237, -0.65989], [3.89564, -0.88691, 1.70576], [0.39089, 1.43072, 2.34702], [1.49264, 2.24232, 2.94223], [2.17456, 1.28015, 3.86703], [2.61948, 0.58911, 4.89195], [-0.98867, 1.26101, 3.27722], [-1.19369, 1.95590, 4.74773], [-1.59674, 3.54456, 4.71810], [-1.16207, 4.34906, 3.35755], [-3.76503, 3.90233, 5.07681], [-2.17285, 0.32886, 2.63198], [-2.04388, -0.37215, 1.15566], [-3.45572, -1.18393, 0.96808], [-4.18181, -1.48625, -0.11135], [-3.79713, -1.48748, 2.44212], [-2.22708, -2.28387, 2.89985], [-2.17765, -2.70377, 4.76207], [-2.06592, -3.87621, 1.81176], [-3.64286, -0.14285, 3.18350], [-4.53120, 0.43788, 3.99836], [-4.60703, -3.52763, -2.23139], [-5.57296, -3.34802, -3.92727], [-6.07714, -2.31416, -2.39831], [-4.49325, -0.61298, -2.77515], [-4.26979, -1.29647, -4.53864], [-2.03176, -2.06754, -4.05809], [-2.50915, -2.82481, -2.39541], [-1.27592, 0.02983, -3.18279], [-2.60069, 0.10564, -1.71932], [0.40550, -0.93650, -1.75502], [-0.85132, -2.15798, -1.01463], [2.60652, 1.68227, 0.55406], [1.75469, 1.10840, -1.13210], [-0.21586, 1.81358, 5.38690], [-2.06828, 1.35960, 5.29940], [-1.03907, 4.08791, 5.62157], [-1.66293, 3.93992, 2.37108], [0.01411, 4.37380, 3.24719], [-1.49055, 5.49485, 3.42452], [-2.53352, -3.83028, 4.86609], [-1.03339, -2.68113, 5.09425], [-2.77822, -1.95342, 5.43091], [-1.05039, -4.44067, 1.95099], [-2.16646, -3.63848, 0.65748], [-3.01193, -4.53930, 2.09791], [-0.64913, -9.45415, 0.25825], [-0.84389, -8.04531, 0.53008], [-2.18840, -7.50773, 0.50486], [0.20954, -7.20167, 0.81162], [0.11631, -6.00419, 1.05000], [-1.02749, -9.67662, -0.74365], [-1.20429, -10.03720, 0.99866], [0.40949, -9.72300, 0.31005], [-2.24173, -6.71731, -0.24982], [-2.41767, -7.07614, 1.48387], [-2.91332, -8.29152, 0.26907], [1.18597, -7.71309, 0.80485], [1.52087, 2.98150, -5.63438], [0.41880, 3.01840, -4.69591], [-0.71774, 3.86805, -4.98525], [0.41843, 2.27082, -3.53753], [-0.47754, 2.25462, -2.70299], [1.93480, 3.98911, -5.73358], [1.14808, 2.64013, -6.60435], [2.30700, 2.30254, -5.29281], [-0.83635, 4.59256, -4.17398], [-1.61916, 3.25026, -5.04047], [-0.57434, 4.39564, -5.93210], [1.32908, 1.66165, -3.41653], [3.44624, 4.58563, 7.68941], [2.06991, 4.40970, 8.10340], [1.66033, 4.90943, 9.39949], [1.13924, 3.78214, 7.30292], [-0.03719, 3.60032, 7.59002], [4.09901, 4.08325, 8.40910], [3.67552, 5.65492, 7.66922], [3.61594, 4.16332, 6.69517], [1.27926, 4.07657, 9.99805], [0.85790, 5.64048, 9.26184], [2.50187, 5.37921, 9.91578], [1.55645, 3.44177, 6.34111], [2.50666, -5.22879, -3.65040], [1.13032, -5.40473, -3.23640], [0.72074, -4.90500, -1.94031], [0.19965, -6.03228, -4.03688], [-0.97678, -6.21410, -3.74978], [3.15942, -5.73118, -2.93070], [2.73593, -4.15950, -3.67058], [2.67635, -5.65110, -4.64463], [0.33967, -5.73786, -1.34175], [-0.08169, -4.17394, -2.07797], [1.56228, -4.43522, -1.42402], [0.61687, -6.37266, -4.99870], [5.19287, 8.17219, -5.47757], [4.22048, 7.22688, -5.98501], [3.09909, 7.72304, -6.75548], [4.32938, 5.87148, -5.75747], [3.54559, 5.01921, -6.15593], [4.68510, 8.88262, -4.81886], [5.63938, 8.70712, -6.32068], [5.98184, 7.66352, -4.91683], [2.16903, 7.43869, -6.25419], [3.11860, 7.26409, -7.74859], [3.14783, 8.81107, -6.85162], [5.21740, 5.60365, -5.16190]], "forces_ev_per_a": [[-0.297, 0.744, 0.440], [-0.094, -0.009, 0.478], [-0.020, 0.077, -0.791], [0.201, -0.597, -0.436], [-0.534, -0.637, 0.225], [-1.183, 1.519, 3.186], [-1.986, 0.152, 2.069], [-0.282, -0.802, 2.003], [-0.423, -5.440, -5.488], [0.396, 7.229, 6.080], [-1.796, 0.919, -1.906], [-3.613, -2.774, -1.831], [0.679, -5.142, 1.791], [1.542, -2.621, 6.513], [-3.897, 6.226, -9.407], [-0.786, -1.631, -3.156], [-0.351, -0.771, -0.204], [1.842, 0.970, -0.239], [-0.135, 0.830, -0.180], [1.206, -0.296, -0.224], [2.892, 1.913, -1.783], [2.579, 2.535, 0.042], [-1.673, -0.070, -3.854], [4.861, 1.825, 7.256], [-0.682, 0.833, -0.472], [2.674, -1.317, 0.407], [-0.204, -1.620, 0.644], [-1.861, -0.932, -0.133], [-2.331, 2.732, 2.365], [6.102, -4.151, -5.408], [-1.215, 1.447, -1.729], [0.965, 0.915, 1.925], [1.959, -1.231, -1.292], [0.674, -1.712, -1.261], [0.271, -0.457, 2.281], [-0.894, 0.395, 2.274], [-0.080, 1.930, -0.940], [-1.446, -0.809, 2.181], [1.530, -1.115, -1.390], [-1.916, -0.008, 1.430], [0.641, 2.467, -0.194], [-1.421, -1.520, -1.287], [0.498, -0.776, 2.422], [-1.869, 0.347, -1.331], [2.018, 1.255, -1.306], [-1.523, -1.456, -1.916], [1.092, 0.572, 2.115], [-2.338, -0.319, 0.197], [0.621, -2.580, 0.094], [0.459, 2.386, 0.339], [-2.495, 0.131, -0.979], [1.002, -1.571, -1.356], [-2.042, 1.247, 0.048], [0.190, -0.159, 2.426], [2.137, 0.883, -0.778], [-0.141, 0.124, -0.020], [1.419, 0.803, 0.299], [0.011, 0.361, 0.059], [-0.929, -0.360, -0.059], [-0.118, -0.823, -0.109], [0.075, -0.176, 0.093], [0.097, -0.142, -0.133], [-0.159, 0.127, 0.012], [-0.179, -0.056, 0.099], [-0.140, 0.006, -0.155], [0.237, 0.102, 0.029], [-0.079, -0.082, -0.033], [-0.178, 0.316, -0.067], [0.154, -1.139, 1.424], [-0.168, -0.098, 0.296], [-0.527, 0.848, -0.778], [0.560, 0.214, -0.466], [-0.062, -0.513, -0.112], [0.183, -0.025, -0.039], [-0.158, 0.114, 0.014], [-0.165, -0.008, -0.153], [-0.027, 0.230, -0.007], [0.094, -0.170, 0.183], [0.102, 0.023, -0.178], [-0.130, 0.026, 0.148], [-0.829, -0.713, -1.063], [-0.340, -0.093, 0.009], [0.234, 0.402, 0.800], [0.853, 0.250, 0.060], [0.136, 0.092, -0.163], [0.189, -0.099, -0.054], [-0.109, 0.031, 0.170], [-0.011, 0.216, 0.076], [0.062, -0.068, 0.210], [-0.105, -0.122, -0.196], [0.137, 0.039, 0.012], [-0.181, 0.054, 0.152], [-0.792, -0.708, -1.132], [-0.294, -0.166, 0.036], [0.111, 0.413, 0.788], [0.864, 0.203, 0.042], [0.148, 0.112, -0.143], [0.204, -0.106, -0.033], [-0.113, 0.038, 0.151], [0.020, 0.355, -0.009], [0.046, -0.044, 0.185], [-0.133, -0.102, -0.143], [0.106, 0.045, 0.029], [-0.162, 0.006, -0.097], [0.317, -1.496, 0.385], [-0.163, -0.286, -0.084], [-0.319, 0.803, -0.326], [0.677, 0.989, 0.050], [0.221, 0.059, -0.010], [0.092, 0.081, 0.191], [-0.176, 0.015, -0.114], [-0.008, 0.114, -0.196], [-0.170, 0.137, 0.063], [0.078, -0.231, 0.081], [-0.009, 0.120, -0.026]]}